1.
Entry from OMol25: a 2-piece molecular cluster, C20H27BClN4O4 overall (the ωB97M-V functional and the def2-TZVPD basis).

Results
Net charge: +1
LUMO energy (eV): -2.91
2S+1: 1
DFT total energy (eV): -48517.127
HOMO energy (eV): -11.142
Max |F| (eV/A): 4.2
Frontier orbital gap (eV): 8.234

XYZ file:
```
57
Properties=species:S:1:pos:R:3:mulliken_charge:R:1
Cl -2.63 -0.63 -1.65 -0.07
O 0.99 -5.74 -0.31 -0.48
O 2.14 -0.42 -1.35 -0.35
O 0.37 -4.81 1.85 -0.45
O 5.23 0.74 -0.03 -0.47
N -0.93 -0.36 -1.64 -0.01
N -0.74 -2.53 -0.62 -0.52
N 1.54 -2.53 -0.49 -0.18
N 1.20 -1.33 -1.03 0.45
C 3.89 1.14 -0.36 -0.63
C 0.38 -3.22 -0.23 -0.20
C -7.73 0.19 -1.22 -0.39
C 5.42 0.63 1.39 -0.26
C -5.43 0.89 -1.19 0.71
C 0.21 2.43 1.40 -0.59
C -7.15 2.36 -0.37 -0.38
C 2.92 -0.09 -0.16 0.08
C 1.59 3.71 -0.32 -0.54
C -0.47 0.93 -2.17 -1.00
C 5.76 -0.87 1.81 -0.87
C 0.09 1.84 -1.02 0.99
C -0.17 -1.33 -1.13 0.50
C -5.81 2.11 -0.64 -0.69
C -0.36 1.58 0.35 -0.51
C 1.19 3.47 1.06 -0.38
C 1.04 2.88 -1.38 -0.50
C 0.79 -3.63 2.59 -0.48
C -6.39 -0.07 -1.48 -0.27
C -8.11 1.40 -0.66 -0.44
B 0.58 -4.66 0.47 0.64
H 0.27 0.83 -3.02 0.37
H 2.33 4.49 -0.61 0.38
H -6.10 -1.02 -1.91 0.33
H -1.34 1.49 -2.60 0.39
H 1.03 -3.92 3.65 0.30
H -1.09 0.77 0.57 0.42
H -0.08 -2.93 2.61 0.26
H -4.38 0.69 -1.39 -0.21
H 1.65 4.10 1.85 0.41
H 1.43 -6.35 0.32 0.34
H 1.32 2.99 -2.46 0.38
H -0.06 2.32 2.47 0.38
H 6.39 -1.38 1.04 0.26
H -9.15 1.60 -0.45 0.36
H -8.48 -0.56 -1.45 0.36
H 2.17 0.20 0.63 0.22
H -5.06 2.86 -0.41 0.36
H 4.82 -1.47 2.00 0.09
H 6.33 -0.82 2.78 0.39
H 2.47 -2.86 -0.25 0.41
H 3.90 1.53 -1.40 0.28
H -7.44 3.31 0.06 0.37
H 6.24 1.29 1.78 0.41
H 1.72 -3.16 2.18 0.11
H 4.49 0.91 1.97 0.22
H 3.63 1.99 0.33 0.31
H 3.57 -0.95 0.18 0.40
```


2.
Entry from OMol25: C20H27BaBrNO2P as an isolated structure (the ωB97M-V functional and the def2-TZVPD basis).

Results
Energy above the lowest of the compared OMol25 structures with the same formula, charge and spin (kJ/mol): 399.2
LUMO energy (eV): -0.23
2S+1: 1
DFT total energy (eV): -106782.552
HOMO energy (eV): -5.871
Max |F| (eV/A): 5.8
Frontier orbital gap (eV): 5.645

XYZ file:
```
53
Properties=species:S:1:pos:R:3:mulliken_charge:R:1
Ba 0.58 -0.20 0.04 1.16
Br 2.28 -3.11 -3.41 -0.12
P -0.97 -1.02 2.40 0.86
O 2.63 1.05 -1.41 -0.64
O 1.27 -0.54 -2.26 -0.66
N -1.38 3.51 -0.28 -0.18
C -3.97 -0.96 -1.62 -1.06
C -1.71 -2.22 1.20 -1.19
C 2.41 -0.13 -1.82 0.45
C 3.58 -1.12 -1.73 0.38
C -2.25 -1.50 -0.05 -0.31
C 4.62 -3.34 -1.86 -0.47
C -3.26 0.13 -2.10 -0.46
C 5.61 -1.65 -0.45 -0.68
C -2.26 0.04 2.93 -1.34
C -1.69 -0.45 -0.66 2.11
C -0.57 4.53 0.38 -0.95
C 5.63 -2.94 -0.97 -0.41
C -2.46 3.02 0.57 -0.76
C -0.58 2.50 -0.92 -0.04
C -1.28 1.69 -2.02 -1.01
C -3.49 -1.77 -0.60 -0.63
C 4.60 -0.77 -0.82 -0.30
C -0.13 -1.84 3.68 -1.28
C -2.01 0.45 -1.58 -0.88
C 3.58 -2.46 -2.23 0.03
H -2.90 -0.59 3.54 0.47
H -3.11 2.34 0.01 0.22
H -2.01 2.36 -2.49 0.35
H 2.10 0.58 1.41 0.14
H -3.63 0.79 -2.85 0.43
H 0.35 2.95 -1.30 0.38
H -4.05 -2.58 -0.18 0.41
H -4.93 -1.17 -2.05 0.39
H -0.95 -2.99 0.93 0.33
H -0.25 1.89 -0.07 -0.20
H 4.65 -4.35 -2.25 0.39
H -0.90 -2.38 4.20 0.40
H -2.82 0.48 2.09 0.20
H 0.65 -2.51 3.29 0.28
H -0.50 1.47 -2.77 0.36
H 4.61 0.24 -0.38 0.45
H 6.39 -1.33 0.25 0.36
H -2.53 -2.72 1.73 0.41
H 0.34 -1.08 4.32 0.36
H 0.16 4.92 -0.34 0.34
H 2.32 -0.28 1.31 0.10
H -1.83 0.86 3.53 0.36
H 6.43 -3.64 -0.69 0.37
H -0.02 4.14 1.25 0.29
H -3.05 3.87 0.92 0.43
H -1.22 5.35 0.71 0.32
H -2.08 2.48 1.46 0.06
```